## i
Here is a 3-piece molecular cluster, C2H10O2S2 overall from the OMol25 dataset. Energies are from the ωB97M-V functional and the def2-TZVPD basis.

The geometry in XYZ format:
```
16
C2H10O2S2 (the ωB97M-V functional and the def2-TZVPD basis)
C 1.73 -2.06 -1.39
C 1.08 -1.31 -2.51
S -0.28 -0.31 -1.84
S -0.85 0.79 -3.49
H 2.09 -1.38 -0.61
H 2.60 -2.63 -1.74
H 1.08 -2.77 -0.89
H 0.62 -1.98 -3.26
H 1.77 -0.66 -3.02
H -0.23 1.90 -3.12
O -1.78 3.98 0.32
H -2.04 4.33 -0.55
H -2.55 4.13 0.86
O -0.96 -0.55 7.43
H -1.35 -1.40 7.22
H -0.94 -0.07 6.59
```

Summary:
frontier orbital gap: 9.46 eV
net charge: 0
2S+1: 1
HOMO energy: -8.9 eV

## ii
Here is a 3-piece molecular cluster, C2H10O2S2 overall from the OMol25 dataset. Energies are from the ωB97M-V functional and the def2-TZVPD basis.

The geometry in XYZ format:
```
16
C2H10O2S2 (the ωB97M-V functional and the def2-TZVPD basis)
C -2.02 2.02 -1.24
C -0.92 1.42 -0.43
S -0.60 -0.28 -1.08
S -0.42 -1.66 0.40
H -2.87 1.34 -1.20
H -1.85 2.20 -2.33
H -2.11 3.02 -0.74
H -1.17 1.28 0.58
H -0.06 2.06 -0.51
H 0.68 -2.40 0.28
O 1.41 -0.90 2.08
H 0.86 -0.29 1.74
H 1.76 -0.73 2.85
O 2.69 1.20 0.32
H 2.64 0.36 0.03
H 3.27 1.29 0.98
```

Summary:
frontier orbital gap: 8.85 eV
net charge: 0
2S+1: 1
HOMO energy: -8.3 eV

## iii
Here is a 3-piece molecular cluster, C2H10O2S2 overall from the OMol25 dataset. Energies are from the ωB97M-V functional and the def2-TZVPD basis.

The geometry in XYZ format:
```
16
C2H10O2S2 (the ωB97M-V functional and the def2-TZVPD basis)
C -0.61 1.10 -0.81
S 0.43 0.40 -2.16
S -0.47 -1.41 -2.34
C 0.52 -2.56 -1.36
H -0.13 2.04 -0.51
H -0.49 0.36 0.02
H -1.70 1.22 -1.09
H 0.41 -2.33 -0.28
H 1.61 -2.50 -1.53
H 0.10 -3.54 -1.51
O 3.05 2.86 1.46
H 3.22 2.69 2.41
H 2.19 2.43 1.31
O -2.78 -0.43 1.84
H -1.99 -0.60 2.36
H -3.33 0.27 2.21
```

Summary:
frontier orbital gap: 9.08 eV
net charge: 0
2S+1: 1
HOMO energy: -8.7 eV

## iv
Here is a 4-piece molecular cluster, C2H10O2S2 overall from the OMol25 dataset. Energies are from the ωB97M-V functional and the def2-TZVPD basis.

The geometry in XYZ format:
```
16
C2H10O2S2 (the ωB97M-V functional and the def2-TZVPD basis)
C 0.13 -2.14 0.87
S -0.40 -1.02 2.16
S -0.15 0.08 -2.22
C -1.50 0.64 -1.18
H -0.10 -1.82 -0.16
H 1.27 -2.28 0.85
H -0.30 -3.09 1.04
H -1.42 0.15 -0.17
H -1.45 1.76 -1.04
H -2.50 0.33 -1.62
H 2.83 1.43 -1.23
H 1.29 0.82 -1.33
O 2.06 1.28 -0.69
H -0.15 0.83 1.54
H 0.90 1.61 0.73
O 0.02 1.75 1.23
```

Summary:
frontier orbital gap: 4.10 eV
net charge: 0
2S+1: 1
HOMO energy: -8.9 eV

Quick one: least stable of them? iv

## i
Here is a 4-piece molecular cluster, C2H10O2S2 overall from the OMol25 dataset. Energies are from the ωB97M-V functional and the def2-TZVPD basis.

The geometry in XYZ format:
```
16
C2H10O2S2 (the ωB97M-V functional and the def2-TZVPD basis)
C -1.28 1.44 0.82
C -1.47 -0.02 1.28
S -2.04 -1.10 -0.02
S 1.58 0.44 0.59
H -0.78 1.53 -0.20
H -0.58 1.91 1.52
H -2.25 1.97 0.65
H -2.32 -0.03 1.90
H -0.56 -0.50 1.67
H 2.62 -0.38 0.93
H 2.27 0.64 -1.67
H 1.71 -0.67 -2.05
O 2.28 -0.02 -2.40
H -0.42 -1.85 -1.27
H 0.76 -1.53 -0.42
O 0.50 -1.82 -1.34
```

Summary:
frontier orbital gap: 4.05 eV
net charge: 0
2S+1: 1
HOMO energy: -9.1 eV

## ii
Here is a 3-piece molecular cluster, C2H10O2S2 overall from the OMol25 dataset. Energies are from the ωB97M-V functional and the def2-TZVPD basis.

The geometry in XYZ format:
```
16
C2H10O2S2 (the ωB97M-V functional and the def2-TZVPD basis)
C 1.07 -3.04 -0.74
C 0.81 -1.91 -1.73
S 0.39 -0.33 -0.99
S -0.07 0.86 -2.65
H 1.97 -2.90 -0.14
H 1.09 -3.94 -1.34
H 0.28 -3.21 -0.01
H 0.09 -2.25 -2.49
H 1.64 -1.66 -2.40
H 1.22 1.00 -2.94
O -2.24 4.44 1.53
H -2.64 4.54 2.41
H -2.21 3.53 1.32
O 0.06 -0.93 6.69
H 0.11 -0.91 5.74
H 0.25 -1.84 6.92
```

Summary:
frontier orbital gap: 9.35 eV
net charge: 0
2S+1: 1
HOMO energy: -9.0 eV

Quick one: least stable of them? i

## i
Here is C37H64BF4FeN5PSi4 as an isolated structure from the OMol25 dataset. Energies are from the ωB97M-V functional and the def2-TZVPD basis.

The geometry in XYZ format:
```
117
C37H64BF4FeN5PSi4 (the ωB97M-V functional and the def2-TZVPD basis)
Fe 0.49 -0.37 -0.22
C -0.12 2.48 2.93
C -0.21 1.05 3.45
C -1.66 0.60 3.57
P 0.66 -0.08 2.30
C 0.58 -1.75 3.09
C 0.71 -1.78 4.61
C 1.65 -2.64 2.46
C 2.41 0.35 2.38
C 3.06 0.71 3.55
C 4.43 0.97 3.61
C 5.11 1.37 4.89
C 5.13 0.82 2.41
C 4.52 0.47 1.23
C 3.13 0.24 1.16
N 2.48 -0.08 -0.01
C 3.27 -0.02 -1.19
C 3.69 -1.20 -1.81
C 3.34 -2.53 -1.19
C 4.41 -1.14 -2.99
C 4.72 0.07 -3.59
C 5.45 0.11 -4.91
C 4.31 1.24 -2.96
C 3.58 1.21 -1.77
C 3.16 2.51 -1.14
H -0.66 3.16 3.59
H -0.56 2.55 1.93
H 0.92 2.82 2.86
H 0.27 0.99 4.44
H -2.16 0.64 2.60
H -2.22 1.25 4.25
H -1.75 -0.43 3.95
H -0.41 -2.13 2.80
H 1.67 -1.35 4.92
H 0.68 -2.81 4.98
H -0.08 -1.22 5.11
H 2.64 -2.35 2.81
H 1.66 -2.56 1.37
H 1.48 -3.69 2.73
H 2.48 0.81 4.47
H 4.40 1.43 5.71
H 5.59 2.35 4.79
H 5.89 0.66 5.18
H 6.21 0.99 2.41
H 5.12 0.37 0.33
H 2.27 -2.72 -1.29
H 3.58 -2.55 -0.13
H 3.88 -3.34 -1.69
H 4.72 -2.07 -3.47
H 6.36 -0.50 -4.88
H 5.73 1.13 -5.17
H 4.81 -0.28 -5.71
H 4.53 2.20 -3.42
H 2.90 3.24 -1.90
H 3.97 2.93 -0.53
H 2.31 2.36 -0.47
N -0.41 2.38 -1.14
C -1.26 3.40 -0.77
C -2.30 2.79 -0.18
N -2.10 1.42 -0.20
C -0.90 1.17 -0.80
C -2.08 -1.27 -0.65
N -1.13 -1.82 0.15
C -0.64 -2.94 -0.51
C -1.27 -3.08 -1.70
N -2.16 -2.04 -1.76
H 0.42 2.45 -1.71
H -1.06 4.44 -0.97
H -3.17 3.25 0.25
H 0.13 -3.56 -0.08
H -1.14 -3.77 -2.51
H -2.67 -1.78 -2.58
F 1.20 -0.81 -4.59
B 0.51 -0.17 -3.57
F -0.87 -0.16 -3.83
F 0.99 1.13 -3.37
F 0.72 -0.92 -2.34
C -6.65 1.14 1.63
Si -4.97 1.81 1.03
C -4.31 2.63 2.62
C -5.54 3.35 0.02
Si -3.50 0.08 -0.08
Si -4.48 -1.72 1.21
C -4.70 -1.39 3.07
C -6.19 -2.15 0.49
C -3.56 -3.37 1.15
Si -4.72 0.19 -2.12
C -3.79 1.47 -3.14
C -6.52 0.72 -1.99
C -4.87 -1.40 -3.17
H -7.15 1.98 2.13
H -6.57 0.33 2.35
H -7.31 0.80 0.82
H -5.02 3.41 2.91
H -3.32 3.08 2.51
H -4.25 1.92 3.45
H -6.57 3.58 0.29
H -5.49 3.23 -1.06
H -4.95 4.24 0.27
H -4.88 -0.35 3.32
H -3.81 -1.72 3.61
H -5.55 -1.98 3.44
H -6.89 -1.32 0.52
H -6.62 -2.98 1.06
H -6.09 -2.48 -0.55
H -2.60 -3.32 1.65
H -3.38 -3.70 0.13
H -4.18 -4.13 1.65
H -3.73 2.42 -2.61
H -4.29 1.64 -4.10
H -2.77 1.14 -3.35
H -6.70 1.65 -1.45
H -7.13 -0.06 -1.53
H -6.88 0.86 -3.01
H -4.13 -1.43 -3.97
H -5.85 -1.39 -3.66
H -4.81 -2.33 -2.60
```

Summary:
frontier orbital gap (alpha / beta): 7.05 / 7.05 eV
⟨S²⟩: 6.016
net charge: -1
2S+1: 5
HOMO energy (alpha / beta): -4.5 / -4.5 eV

## ii
Here is C37H64BF4FeN5PSi4 as an isolated structure from the OMol25 dataset. Energies are from the ωB97M-V functional and the def2-TZVPD basis.

The geometry in XYZ format:
```
117
C37H64BF4FeN5PSi4 (the ωB97M-V functional and the def2-TZVPD basis)
Fe -0.13 -0.20 0.25
C 3.25 2.36 0.68
C 3.54 1.02 1.38
C 4.56 1.25 2.49
P 1.91 0.25 1.78
C 2.22 -1.40 2.55
C 2.67 -2.38 1.46
C 3.09 -1.55 3.80
C 1.18 1.32 3.02
C 1.79 1.70 4.22
C 1.22 2.59 5.11
C 1.91 3.00 6.39
C -0.03 3.11 4.75
C -0.67 2.75 3.59
C -0.10 1.82 2.67
N -0.73 1.45 1.51
C -1.92 2.16 1.22
C -1.82 3.46 0.69
C -0.45 4.07 0.48
C -2.96 4.19 0.38
C -4.23 3.66 0.57
C -5.47 4.45 0.19
C -4.33 2.40 1.13
C -3.20 1.64 1.48
C -3.37 0.31 2.15
H 4.17 2.80 0.28
H 2.81 3.06 1.39
H 2.54 2.25 -0.15
H 3.98 0.34 0.65
H 4.24 2.07 3.14
H 5.51 1.54 2.04
H 4.73 0.37 3.11
H 1.21 -1.67 2.84
H 3.71 -2.20 1.16
H 2.04 -2.32 0.57
H 2.61 -3.41 1.83
H 4.16 -1.46 3.57
H 2.93 -2.55 4.22
H 2.83 -0.83 4.58
H 2.76 1.28 4.48
H 2.72 2.31 6.63
H 1.21 3.00 7.24
H 2.33 4.01 6.32
H -0.52 3.81 5.42
H -1.65 3.16 3.36
H -0.04 4.45 1.42
H -0.50 4.90 -0.24
H 0.25 3.31 0.12
H -2.85 5.19 -0.05
H -5.31 5.00 -0.74
H -5.74 5.17 0.97
H -6.32 3.78 0.05
H -5.31 1.97 1.31
H -4.32 -0.16 1.88
H -3.35 0.42 3.24
H -2.57 -0.37 1.90
N 2.51 1.57 -3.17
C 3.53 0.67 -2.98
C 3.08 -0.19 -2.04
N 1.81 0.17 -1.64
C 1.49 1.21 -2.35
C 0.17 1.82 -2.28
N -0.81 1.34 -1.56
C -1.90 2.14 -1.82
C -1.57 3.08 -2.74
N -0.24 2.87 -3.02
H 2.50 2.32 -3.83
H 4.46 0.73 -3.54
H 3.58 -1.05 -1.62
H -2.86 1.96 -1.35
H -2.14 3.88 -3.19
H 0.29 3.37 -3.70
F -0.31 -3.60 3.03
B -1.09 -2.44 2.88
F -0.73 -1.44 3.82
F -2.47 -2.71 2.93
F -0.79 -1.89 1.53
C -0.70 -3.73 -4.90
Si 0.14 -2.49 -3.74
C 1.84 -3.27 -3.38
C 0.39 -1.02 -4.92
Si -0.99 -2.01 -1.76
Si -1.35 -4.15 -0.90
C -2.84 -4.15 0.24
C 0.19 -4.77 -0.02
C -1.73 -5.50 -2.18
Si -3.10 -1.47 -2.59
C -4.12 -0.67 -1.23
C -3.04 -0.32 -4.10
C -4.13 -2.93 -3.19
H -0.11 -3.85 -5.81
H -1.70 -3.39 -5.18
H -0.80 -4.71 -4.43
H 2.66 -2.73 -3.87
H 1.86 -4.31 -3.74
H 2.05 -3.29 -2.30
H 1.34 -1.11 -5.47
H 0.38 -0.06 -4.41
H -0.43 -1.00 -5.65
H -3.03 -3.15 0.66
H -2.70 -4.83 1.09
H -3.73 -4.47 -0.32
H 0.35 -4.20 0.91
H 1.07 -4.65 -0.66
H 0.09 -5.83 0.25
H -2.55 -5.19 -2.83
H -2.02 -6.43 -1.67
H -0.86 -5.72 -2.81
H -3.51 -0.02 -0.59
H -4.55 -1.44 -0.58
H -4.95 -0.06 -1.63
H -2.04 0.08 -4.28
H -3.72 0.54 -3.99
H -3.35 -0.88 -5.00
H -4.39 -3.61 -2.37
H -3.58 -3.51 -3.95
H -5.07 -2.58 -3.65
```

Summary:
frontier orbital gap (alpha / beta): 5.67 / 5.84 eV
⟨S²⟩: 6.012
net charge: -1
2S+1: 5
HOMO energy (alpha / beta): -4.0 / -4.2 eV

Quick one: least stable of them? ii